--- a ---
{"formula": "C4H15NO3", "method": "ωB97M-V with the def2-TZVPD basis set", "symbols": ["H", "H", "H", "C", "H", "O", "H", "O", "H", "H", "C", "H", "H", "H", "C", "H", "H", "H", "O", "C", "H", "N", "H"], "xyz": [[-2.11881, -1.54907, 1.27257], [-0.45055, -0.18439, 1.05458], [1.71508, -0.95993, 1.89221], [0.57755, 0.07894, -2.28682], [1.45493, -0.11910, -2.88503], [2.29095, 1.41492, 1.12411], [3.86803, -0.90821, -0.56181], [2.90450, -0.74068, -0.57979], [-1.04995, 2.50700, 0.23339], [-3.27912, -1.42353, -0.07365], [-1.05760, 0.63708, 0.64176], [2.42391, 0.69421, 0.43361], [1.75128, -1.22155, 0.41241], [-3.77510, -0.89426, 1.53158], [-2.92570, -0.95500, 0.85611], [-0.30418, -0.40314, -2.72405], [0.36965, 1.13322, -2.11439], [-3.00761, 0.97282, -0.23273], [1.27568, -1.53115, 1.27437], [-2.40508, 0.33171, 0.41931], [1.37464, 1.67709, 1.08845], [-0.42837, 1.74389, 0.53090], [0.79590, -0.30088, -1.30710]], "orbital_gap_ev": 3.00, "e_homo_ev": -7.69, "total_charge": 0, "lumo_ev": -4.688}

***

--- b ---
{"formula": "C4H15NO3", "method": "ωB97M-V with the def2-TZVPD basis set", "symbols": ["H", "H", "C", "H", "H", "H", "C", "O", "H", "H", "H", "H", "N", "H", "O", "H", "C", "C", "H", "H", "O", "H", "H"], "xyz": [[-3.85603, 0.32100, 0.93632], [2.81496, 1.19686, 2.07075], [0.07956, 1.13275, 0.21201], [3.56760, -0.07153, 2.47633], [1.86431, -1.20134, 0.32974], [-0.84848, -0.57651, 0.63237], [0.79881, 1.26470, -1.11743], [3.52440, 0.60226, 1.79045], [0.12713, 1.61816, -1.92508], [1.71891, 1.92330, -1.04473], [-2.35778, -2.04083, -1.52087], [-3.51250, -2.40282, -0.55802], [0.12856, -0.27136, 0.69370], [0.59248, 1.60196, 1.13746], [-3.38817, 0.75310, 1.66813], [0.56935, -2.05121, -0.39172], [0.97164, -1.04511, -0.32980], [1.13709, -0.18608, -1.54059], [2.10678, -0.31000, -2.02420], [0.38165, -0.39241, -2.36129], [-2.92988, -1.68399, -0.83245], [-2.55024, 0.26703, 1.62021], [-0.94013, 1.55206, 0.07870]], "orbital_gap_ev": 9.21, "e_homo_ev": -8.86, "smiles": "C1CCNC1.O.O.O", "total_charge": 0, "lumo_ev": 0.352}

***

Relative energies, kJ/mol: a 505.2; b 0.0.

***

--- a ---
{"formula": "C4H5Cl", "method": "ωB97M-V with the def2-TZVPD basis set", "symbols": ["C", "Cl", "C", "C", "H", "H", "H", "C", "H", "H"], "xyz": [[1.14350, 0.26654, -0.23113], [1.29707, -2.41815, 0.94780], [-0.14839, -0.45558, -0.55076], [0.61254, -0.87305, 0.58845], [1.31077, 1.35611, 0.07675], [-1.63102, -1.07251, 0.90243], [-1.20188, 0.63214, 1.22789], [-0.91210, -0.28084, 0.68586], [-0.47076, -1.05868, -1.29178], [1.89040, -0.04396, -0.99166]], "orbital_gap_ev": 10.46, "e_homo_ev": -9.40, "smiles": "Cl[C@]12C[C@@H]1C2", "total_charge": 0, "lumo_ev": 1.063}

***

--- b ---
{"formula": "C4H5Cl", "method": "ωB97M-V with the def2-TZVPD basis set", "symbols": ["C", "H", "C", "H", "H", "H", "H", "Cl", "C", "C"], "xyz": [[0.34437, 0.11535, -0.52160], [1.36294, -0.38112, -0.56509], [-0.48313, -0.28604, 0.72828], [-1.50754, -0.49710, 0.29715], [0.69536, 1.14885, -2.31434], [-0.98900, 1.19134, -1.74170], [-0.64065, 0.44515, 1.58353], [1.38294, -1.49885, 2.21728], [0.04974, 0.92097, -1.56969], [-0.21501, -1.15857, 1.88618]], "orbital_gap_ev": 8.76, "e_homo_ev": -8.69, "total_charge": 0, "lumo_ev": 0.068}

***

Relative energies, kJ/mol: a 0.0; b 162.7.

***

--- a ---
{"formula": "C4H12N4", "method": "ωB97M-V with the def2-TZVPD basis set", "symbols": ["C", "H", "H", "H", "N", "H", "N", "N", "H", "N", "H", "H", "H", "H", "H", "C", "H", "H", "C", "C"], "xyz": [[-2.78640, 0.51734, 0.03264], [0.44002, 2.01346, -0.53536], [-0.90170, -0.01033, -0.88451], [0.74030, 1.63431, 1.60134], [0.30198, 0.76622, 1.88225], [-3.87393, 0.42235, -0.02169], [0.66874, -0.04901, -0.38161], [-0.14870, -1.42026, 1.36183], [2.14792, 1.49132, -0.38139], [-2.06772, -0.07546, -0.79855], [-2.42015, 1.05612, 0.92100], [1.26869, -1.25579, -1.98909], [2.53736, -0.95640, -0.77402], [-0.51559, -1.40916, 2.30314], [1.26643, 1.24189, -1.89787], [1.16995, 1.25401, -0.81249], [-0.79744, -1.84814, 0.71503], [1.22914, -2.07946, -0.41871], [0.26989, -0.14474, 0.99919], [1.47120, -1.14827, -0.92112]], "orbital_gap_ev": 9.06, "e_homo_ev": -8.23, "smiles": "[H]/N=C(/N)N(C)C.C=N", "total_charge": 0, "lumo_ev": 0.829}

***

--- b ---
{"formula": "C4H12N4", "method": "ωB97M-V with the def2-TZVPD basis set", "symbols": ["H", "C", "N", "H", "H", "H", "H", "N", "H", "C", "H", "N", "C", "H", "H", "H", "C", "H", "N", "H"], "xyz": [[-1.68005, -1.46797, 0.91090], [0.05054, -0.19463, 0.53974], [1.31950, -1.00695, 2.60212], [-2.95011, -0.18844, -0.31727], [1.08821, 2.53866, -1.88190], [1.52035, 1.22954, -3.03074], [-2.36627, -1.12389, -1.67214], [-2.17274, -0.50017, -0.87606], [2.19255, -0.87968, 2.02419], [-1.15422, -1.08215, 0.04341], [-0.72035, -2.01072, -0.35546], [0.74532, 0.58929, -0.28926], [0.80334, 1.62549, -2.38130], [1.39097, -0.75192, 3.57230], [0.57403, 1.04017, 2.19034], [-0.56013, 0.34109, -1.76686], [0.33059, -0.08982, 2.02063], [-0.55257, -0.00060, 2.68968], [0.36849, 0.60796, -1.53011], [0.05782, 1.88950, -3.04473]], "orbital_gap_ev": 8.64, "e_homo_ev": -7.68, "smiles": "CNN=C(CN)CN", "total_charge": 0, "lumo_ev": 0.958}

***

--- c ---
{"formula": "C4H12N4", "method": "ωB97M-V with the def2-TZVPD basis set", "symbols": ["C", "H", "H", "N", "H", "N", "C", "H", "H", "H", "H", "H", "H", "N", "C", "H", "H", "N", "C", "H"], "xyz": [[1.99529, -1.17378, -0.11358], [2.82776, -0.49004, -0.25713], [-2.08309, 1.23327, -1.61849], [1.58893, 1.49069, -1.05618], [1.59667, 2.23534, -1.73831], [0.82266, -0.82028, -0.43244], [-0.65312, -1.22902, 1.81886], [-2.47837, 0.45635, -0.06439], [-1.31094, -1.97445, 2.28340], [-0.47152, -2.39577, 0.17662], [2.18764, -2.16986, 0.27750], [-2.37297, 2.22996, -0.18249], [1.79378, 1.84757, -0.12969], [-0.55973, 1.23813, -0.12389], [-1.92569, 1.29372, -0.52948], [-0.00926, 0.47557, -2.00956], [-0.96022, -0.21181, 2.05326], [-0.68512, -1.42030, 0.38641], [0.35662, 0.74942, -1.00919], [0.34068, -1.36471, 2.26878]], "orbital_gap_ev": [6.27, 6.27], "e_homo_ev": [-6.55, -6.56], "total_charge": 0, "lumo_ev": [-0.286, -0.285]}

***

--- d ---
{"formula": "C4H12N4", "method": "ωB97M-V with the def2-TZVPD basis set", "symbols": ["N", "H", "H", "N", "N", "C", "H", "C", "H", "H", "H", "H", "H", "H", "H", "C", "C", "H", "N", "H"], "xyz": [[1.89000, -1.41432, -0.54124], [-2.37082, -1.22729, -0.74395], [-3.13458, 0.35656, -0.37853], [-0.68013, 1.01415, -1.74248], [2.35637, 0.03041, 1.18547], [-0.87664, 0.57623, -0.43160], [-1.02367, 1.94717, -1.94034], [-2.35822, -0.35473, -0.08834], [2.39888, -0.83773, 1.72257], [0.22557, 0.79844, -2.14829], [1.35618, -2.17477, -0.10400], [3.32155, 0.21012, 0.90672], [-0.20578, -1.11865, 1.03915], [-2.56407, -0.63961, 0.94501], [1.58218, -1.40101, -1.51388], [-0.49017, 1.23295, 0.85037], [-0.08879, -0.18573, 0.49973], [-1.24591, 1.39725, 1.60961], [1.57669, -0.15306, 0.02661], [0.33137, 1.94361, 0.84742]], "orbital_gap_ev": 9.74, "e_homo_ev": -8.67, "smiles": "C[C@@]1(N)C[C@@H]1N(N)N", "total_charge": 0, "lumo_ev": 1.065}

***

Relative energies, kJ/mol: a 0.0; b 106.0; c 403.3; d 290.6.

***

--- a ---
{"formula": "C4H7N3", "method": "ωB97M-V with the def2-TZVPD basis set", "symbols": ["H", "H", "C", "H", "N", "C", "C", "C", "N", "H", "N", "H", "H", "H"], "xyz": [[0.95029, -1.43651, 0.41628], [1.43338, 1.01616, -1.42551], [-1.26027, 0.51212, 0.44591], [0.23736, -0.23694, -1.77530], [-1.66797, -2.06482, 0.20656], [0.73339, 0.30987, -0.96415], [-1.47038, -0.92461, 0.22281], [1.52872, -0.64560, -0.07300], [-1.95696, 1.13405, 1.31371], [-2.65156, 0.51223, 1.71933], [-0.26695, 1.11887, -0.28009], [2.04923, -0.09106, 0.71348], [2.26253, -1.15506, -0.69943], [0.07917, 1.95128, 0.17941]], "orbital_gap_ev": 10.30, "e_homo_ev": -9.69, "smiles": "[H]/N=C(\\C#N)NCC", "total_charge": 0, "lumo_ev": 0.614}

***

--- b ---
{"formula": "C4H7N3", "method": "ωB97M-V with the def2-TZVPD basis set", "symbols": ["N", "H", "C", "H", "N", "H", "H", "H", "H", "N", "C", "C", "H", "C"], "xyz": [[1.36555, -0.92943, -1.54104], [2.32113, -1.14706, -1.25498], [-0.15676, 1.32149, 2.00541], [-1.07903, 1.00141, -0.53689], [1.29331, 0.04203, 0.61342], [-1.20139, -1.86897, -1.63065], [1.93545, -0.68100, 0.92755], [-2.48644, -0.54917, -1.75937], [-1.08175, 1.55768, 2.54523], [0.07489, 0.14934, 1.53344], [0.78371, -0.20185, -0.64719], [-0.72403, -0.00988, -0.70282], [0.48925, 2.18793, 1.80644], [-1.53388, -0.87253, -1.35855]], "orbital_gap_ev": 9.40, "e_homo_ev": -8.99, "smiles": "[H]/N=C(/C=C)NN=C", "total_charge": 0, "lumo_ev": 0.412}

***

--- c ---
{"formula": "C4H7N3", "method": "ωB97M-V with the def2-TZVPD basis set", "symbols": ["C", "H", "H", "N", "C", "H", "C", "H", "H", "N", "H", "H", "C", "N"], "xyz": [[1.71703, -1.38279, 0.42848], [1.30796, -2.36538, 0.16880], [-1.04081, 1.91860, 1.03128], [-1.66311, 1.50655, 0.36838], [-1.28344, 0.70650, -0.56496], [2.42702, -1.08216, -0.34871], [-2.21479, 1.41850, -1.45361], [-0.04409, -0.65635, 1.44622], [-0.05843, -0.82860, -1.33223], [-2.91306, 2.14524, -2.03860], [1.06592, 0.61145, 0.91674], [2.28475, -1.50862, 1.35934], [0.61087, -0.34244, 0.62145], [-0.19582, -0.14050, -0.60257]], "orbital_gap_ev": 9.55, "e_homo_ev": -8.96, "total_charge": 0, "lumo_ev": 0.594}

***

Relative energies, kJ/mol: a 0.0; b 267.1; c 181.1.

***

--- a ---
{"formula": "C9H11N", "method": "ωB97M-V with the def2-TZVPD basis set", "symbols": ["H", "H", "C", "H", "C", "C", "C", "H", "H", "H", "C", "C", "H", "H", "H", "H", "C", "C", "H", "N", "C"], "xyz": [[-1.82184, 2.16707, -0.55893], [3.11648, -2.00505, -0.07941], [-1.85494, 0.08140, 0.06406], [0.57593, -2.35113, 0.15638], [-1.11460, -1.12340, 0.16101], [2.73600, 1.25422, 0.15930], [3.58832, 0.07202, 0.03801], [-3.77441, -0.91290, 0.79455], [-3.80850, 0.82837, 0.56895], [4.67847, 0.06975, 0.21657], [-3.37462, -0.09426, 0.19202], [2.80349, -0.99078, -0.07964], [2.95592, 2.34269, -0.03439], [-0.70463, 1.13119, -1.41266], [-0.46656, 1.56076, 0.09555], [-3.68221, -0.40313, -0.76534], [-1.23347, 1.30186, -0.49091], [0.28726, -1.31706, 0.20386], [-1.76906, -1.98157, 0.53840], [1.47609, 0.86761, 0.13440], [1.38690, -0.49763, 0.09821]], "orbital_gap_ev": 7.40, "e_homo_ev": -8.01, "smiles": "CC(C)=C/C=C1/C=CC=N1", "total_charge": 0, "lumo_ev": -0.609}

***

--- b ---
{"formula": "C9H11N", "method": "ωB97M-V with the def2-TZVPD basis set", "symbols": ["H", "C", "N", "H", "H", "H", "C", "H", "H", "C", "C", "H", "H", "C", "H", "C", "H", "H", "C", "C", "C"], "xyz": [[-1.20226, 1.93639, 1.09522], [-1.44114, -0.41279, -1.32496], [2.76945, -1.02645, 0.00474], [-1.29932, -1.70028, 1.13223], [3.51116, -1.71320, 0.03171], [-0.71083, -0.47720, -2.13129], [1.40931, -1.40586, 0.01885], [-1.31239, 2.11987, -0.70550], [-1.01454, -0.26498, 2.11824], [-0.89711, 1.57521, 0.12517], [3.01514, 0.27568, -0.03360], [-2.22869, 0.27237, -1.63648], [-2.51933, -0.42050, 1.20244], [0.67984, -0.28401, -0.01384], [1.47428, 3.04788, 0.07206], [-1.45078, -0.62450, 1.18874], [-1.88197, -1.39813, -1.19326], [1.13246, -2.44364, 0.05694], [1.63131, 0.83389, -0.03620], [1.12112, 2.04423, 0.04095], [-0.78569, 0.06601, -0.01216]], "orbital_gap_ev": 8.24, "e_homo_ev": -8.07, "total_charge": 0, "lumo_ev": 0.173}

***

Relative energies, kJ/mol: a 0.0; b 151.5.

***

--- a ---
{"formula": "C5H16NO2", "method": "ωB97M-V with the def2-TZVPD basis set", "symbols": ["H", "H", "H", "C", "H", "C", "H", "H", "O", "N", "H", "O", "H", "H", "H", "H", "H", "H", "C", "H", "C", "H", "C", "H"], "xyz": [[-0.56810, 3.73082, -1.58389], [1.78227, -0.29429, -1.84828], [-0.62983, 3.74410, 0.24124], [1.27814, 0.00637, -0.93479], [0.68795, -2.31158, 0.02067], [1.01686, 1.49848, -0.95917], [-2.83715, -0.37951, 1.76303], [1.93158, 0.17931, 1.17229], [-1.18288, -2.74022, -0.45843], [1.12183, -1.79640, 0.79792], [0.28565, -1.46247, 1.29042], [-2.12429, -1.01297, 1.85239], [-1.91762, -2.41285, 0.09299], [1.75158, -2.36781, 1.35702], [2.91339, -0.94797, 0.13901], [-0.75268, 1.29976, 0.19718], [0.28553, -0.46992, -1.00708], [-1.97651, 3.18600, -0.69570], [1.92728, -0.55876, 0.37626], [1.87505, 2.09028, -1.27566], [-0.17426, 1.92687, -0.51511], [-1.23998, -2.24256, -1.27106], [-0.87632, 3.18900, -0.68162], [-2.57750, -1.85368, 1.93038]], "orbital_gap_ev": 9.27, "e_homo_ev": -12.35, "total_charge": 1, "lumo_ev": -3.073}

***

--- b ---
{"formula": "C5H16NO2", "method": "ωB97M-V with the def2-TZVPD basis set", "symbols": ["H", "H", "H", "H", "N", "O", "H", "H", "C", "C", "C", "H", "H", "H", "H", "O", "H", "H", "C", "H", "C", "H", "H", "H"], "xyz": [[-0.66124, 1.36737, -2.94026], [-0.80100, -1.67910, -0.85367], [4.21310, 0.66474, 5.18777], [-1.80550, -2.76145, -1.89708], [-1.56162, 0.63037, -0.17922], [4.63218, 0.33705, 4.44133], [-0.07580, -0.23045, 2.41839], [5.57943, 0.67254, 4.44161], [-1.76979, 1.56806, 0.70742], [-0.26887, 0.68112, -0.86683], [-1.02184, -0.80757, -2.83078], [-2.12712, -0.64893, -3.01372], [-2.16123, -0.23896, -0.26075], [0.32387, -0.17416, -0.28728], [-0.08623, -2.59584, -2.21267], [0.03129, -0.68918, 1.55010], [-1.26785, 2.46304, 0.39110], [-2.56869, 1.68006, 1.53374], [-0.37100, 0.52787, -2.36130], [1.04862, -0.91761, 1.61565], [-0.94231, -2.01493, -1.89349], [0.29336, 1.67194, -0.88735], [0.71540, 0.39454, -2.61760], [-0.75266, -0.99065, -3.82490]], "orbital_gap_ev": 8.60, "e_homo_ev": -13.68, "total_charge": 1, "lumo_ev": -5.076}

***

--- c ---
{"formula": "C5H16NO2", "method": "ωB97M-V with the def2-TZVPD basis set", "symbols": ["H", "C", "H", "H", "H", "O", "H", "H", "H", "H", "H", "C", "C", "H", "H", "C", "H", "C", "H", "O", "H", "N", "H", "H"], "xyz": [[-1.55193, -2.17130, -2.59296], [0.15532, 0.71307, -0.20926], [-1.49587, -1.00189, -3.31793], [0.83782, 0.30928, -0.97249], [-1.56861, -0.17092, -1.34151], [0.60457, 3.16875, -0.42574], [2.35444, -2.46531, 1.66587], [1.58130, 1.15411, 1.14696], [-0.94485, -1.20955, -0.22115], [-1.27537, 2.51197, 0.00501], [0.84179, -1.00379, 2.80174], [-0.40937, 2.10367, -0.52590], [1.53233, -2.00947, 0.98327], [-1.74968, 0.08431, 0.24025], [-0.82449, 2.08372, -1.55195], [0.73317, 0.55191, 1.21861], [2.14013, -1.55611, 0.13522], [0.79458, -0.84292, 1.72932], [-0.30973, -0.90554, 1.64556], [-1.93066, -1.35864, -2.70124], [0.48496, 3.82784, 0.31786], [-1.05074, -0.27544, -0.44524], [0.07654, 1.24917, 1.85947], [0.97434, -2.78691, 0.55624]], "orbital_gap_ev": 11.24, "e_homo_ev": -14.52, "total_charge": 1, "lumo_ev": -3.282}

***

--- d ---
{"formula": "C5H16NO2", "method": "ωB97M-V with the def2-TZVPD basis set", "symbols": ["H", "H", "H", "H", "C", "H", "H", "H", "H", "H", "H", "C", "H", "C", "H", "O", "H", "O", "H", "C", "H", "N", "C", "H"], "xyz": [[-2.02356, 0.93076, -0.68873], [0.85798, 0.92209, -0.93522], [-1.28873, 0.65142, -3.61176], [-1.04658, 1.97085, -1.62759], [-1.25397, 0.91936, -1.46290], [-0.77889, 1.02175, 1.19341], [0.94772, -0.97773, 0.52198], [0.39982, -0.39638, -1.90674], [3.03470, -0.67870, -0.91636], [3.77971, -0.23580, 0.30159], [1.93355, 0.27802, 3.72084], [-1.87167, 0.34232, -2.74893], [-1.37476, 0.09622, 3.13175], [0.05595, 0.21203, -1.06603], [-0.56704, -1.63302, -0.04551], [2.88072, -0.27831, -0.04957], [-0.93336, -1.60126, 2.55809], [1.53560, -0.14347, 2.94903], [-2.13296, -0.70880, -2.66059], [-0.93864, -0.53851, 2.37158], [2.33577, -0.29866, 2.41837], [-0.67635, 0.01621, 1.26699], [-0.02854, -0.70542, 0.13769], [-2.84646, 0.83504, -2.85138]], "orbital_gap_ev": 10.64, "e_homo_ev": -14.72, "total_charge": 1, "lumo_ev": -4.073}

***

Relative energies, kJ/mol: a 31.2; b 195.7; c 174.8; d 0.0.